Entry 1:
DFT (wB97M-V/def2-TZVPD) results for C23H37AsN6OS4W as an isolated structure.

The energy above the lowest of the compared OMol25 structures with the same formula, charge and spin comes out at 80.0 kJ/mol. Its total charge is +2. The value obtained for the HOMO energy (spin up / spin down) is -12.69 / -12.50 eV. Its orbital gap (spin up / spin down) is 6.5 / 6.4 eV. The calculation puts the LUMO energy (spin up / spin down) at -6.167 / -6.118 eV.

Atoms and positions in Å:
H: -2.5166 -1.1970 -2.3820
H: -0.1002 2.8438 -1.3314
H: -3.3800 1.3961 -1.0529
H: -2.6179 5.2810 2.6509
H: 3.1417 0.6227 -2.3940
H: 3.9393 3.6350 1.8694
H: 4.2505 -3.6319 0.6220
H: -2.8497 4.0459 0.1943
C: 3.3632 -3.7113 1.2540
H: -1.9972 0.7982 -4.2415
H: 0.9244 2.2427 -2.6299
W: -0.1308 -0.7358 0.0464
C: 1.6486 4.0596 -1.7050
H: 4.0231 -0.9510 -0.6915
C: -1.0495 2.4771 2.3044
C: -2.1998 4.3631 2.2771
C: 1.9457 -1.6316 -3.8194
H: 4.4844 0.3747 0.3731
C: 1.4824 -1.3146 -2.5654
H: 2.3744 -5.2498 0.0701
H: -0.5325 -0.1293 -5.5086
H: 3.6443 3.8872 0.1558
C: 3.3985 1.0111 -1.4086
H: 0.0619 2.0383 4.7633
H: 1.6149 4.5750 -0.7453
H: 2.0386 -1.6456 -1.7045
C: 3.6941 3.1307 0.9344
N: -1.4127 3.5519 3.0504
H: 2.6900 3.9574 -2.0084
N: 1.6422 -1.9067 0.5193
C: 1.0563 0.2745 4.2042
H: -1.5370 1.5298 0.1477
H: 3.6876 -3.5384 2.2818
C: -0.1954 1.3964 2.7667
S: -0.5977 -2.9045 -0.8188
C: 2.3728 2.3830 1.0995
C: -2.8308 0.4502 -1.0384
N: 0.2640 0.3300 2.1028
S: -2.6171 -3.2993 -0.6237
H: 4.5180 2.4576 0.7043
C: 0.9364 2.7141 -1.6448
H: -3.3357 -0.2346 -0.3554
N: 0.2713 1.3776 4.0338
H: 1.5288 0.0357 5.1401
H: 3.3923 -5.8563 1.3830
H: 1.5713 3.0835 1.3464
C: -1.6286 0.5945 -3.2386
S: -2.6136 -3.2549 1.4095
C: 1.0356 -0.3657 3.0141
N: -1.5778 2.5814 1.1059
H: -1.1682 3.7513 4.0061
H: 1.4922 -1.3016 2.7667
H: 3.8584 1.9866 -1.5624
C: -2.3050 3.7410 1.0710
H: 1.1577 4.6984 -2.4392
H: -1.4021 1.5609 -2.7882
C: 1.2148 -1.2090 -4.9156
C: -0.3557 -0.1941 -3.3866
N: 0.3545 -0.6182 -2.3115
C: -2.7218 -0.1287 -2.4313
C: 2.6837 -5.0813 1.0997
H: 2.4469 1.6702 1.9219
As: 1.7182 1.3578 -0.4544
C: 4.3617 0.0837 -0.6720
H: -3.6859 -0.0198 -2.9278
H: 2.8560 -2.2045 -3.9257
H: 1.5288 -1.4437 -5.9236
C: 0.0673 -0.4806 -4.6810
H: 1.8088 -5.1599 1.7421
C: 2.4394 -2.6544 0.8690
H: 5.3456 0.1146 -1.1398
O: -1.5043 0.7260 -0.5535
S: -1.7046 -1.4098 1.6641

=====

Entry 2:
DFT (wB97M-V/def2-TZVPD) results for C23H37CaCl2F7MgNNa2O18PS as an isolated structure at a distorted geometry.

The energy above the lowest of the compared OMol25 structures with the same formula, charge and spin comes out at 0.0 kJ/mol. Its total charge is +2. The value obtained for the HOMO energy is -9.31 eV. Its orbital gap is 1.5 eV. The calculation puts the LUMO energy at -7.795 eV.

Atoms and positions in Å:
H: -2.2482 3.1078 -3.5613
C: 7.5662 -4.1481 3.6870
C: -0.2303 4.2119 -2.0937
H: 1.3336 4.1289 -0.6731
O: -0.3570 -0.3643 -2.9157
F: 6.7873 -1.5260 4.0642
H: -1.9464 -1.9009 8.5091
Na: 0.4625 5.9115 0.6743
C: 2.6685 -0.5094 -1.5311
H: -2.5778 9.1629 3.4706
O: 1.1738 0.2434 -8.1833
H: -2.7844 0.2642 -4.2766
C: 0.2795 3.0561 -3.0026
O: -2.9822 -3.6599 0.2332
C: 2.0981 -0.1622 -4.0626
H: -1.8341 -3.6747 8.5259
C: -3.1308 -2.2350 6.1021
O: -0.0818 -2.6617 8.0678
O: 7.7002 -3.2061 2.6166
F: -4.6805 -1.6727 2.5010
H: -1.6447 2.1634 -4.9173
C: -3.6630 -2.0053 1.6982
H: 7.5134 -6.3278 3.5363
C: -4.9266 1.3634 -1.2563
H: -3.6183 -2.8899 5.3815
H: -4.3439 2.3905 -4.5382
H: 9.0004 -5.5955 2.8986
H: 2.0033 0.1187 -0.9407
O: 7.3250 -5.3568 1.6894
O: -1.4026 -4.5284 1.5884
C: -4.1101 -2.7733 0.4721
F: -5.1966 0.0859 -1.5588
H: 0.4292 -2.7370 -1.1719
Cl: -1.3107 3.6123 -0.8057
H: 3.6170 -0.5454 -0.9917
Na: 3.6738 -2.9436 -0.6177
H: -2.7615 0.6781 -2.5823
H: -3.2103 8.3090 2.0497
H: -1.0384 10.1231 2.0063
H: 1.7708 5.0670 -2.0757
Ca: -0.9551 -2.1265 -2.0726
H: 1.6066 -3.0086 0.0332
H: -3.0128 -1.2573 5.6365
C: 0.3337 -2.0537 6.9449
O: 1.4204 -1.6255 6.7400
Mg: -0.0748 -1.0021 2.0374
C: -2.7210 9.2183 2.3903
F: -4.3537 3.4277 -2.2341
C: -1.5097 -2.7721 8.0165
P: 0.8609 -1.1349 -7.6071
O: 5.9539 -3.4371 1.0204
C: 0.0211 0.7342 -3.3958
H: 0.6059 5.7431 -0.9110
H: 3.9613 -0.1923 -3.1905
S: 7.3181 -3.8252 1.2791
O: 0.8084 -2.1293 -8.7605
H: -3.8048 -2.1404 6.9527
Cl: 0.5562 3.8049 -4.5900
O: -0.4977 -1.1217 -6.9097
H: 1.2379 2.7377 -2.6023
O: 1.9587 -1.5085 -6.6241
F: -6.2452 2.4934 -2.7710
C: 0.9544 4.8590 -1.3895
C: -4.9455 2.2462 -2.5294
C: 7.9253 -5.4674 3.0188
O: -1.4662 9.3158 1.7053
O: 8.2935 -3.5711 0.2813
C: -4.3489 1.6216 -3.7690
O: 0.9699 0.7659 -4.2477
H: 8.2150 -3.8669 4.5065
H: 1.7653 -1.1922 -4.0941
C: -2.9304 1.0859 -3.5755
H: 0.7981 -1.4012 -0.0818
H: -3.0799 -1.1074 1.4737
H: -4.2971 -2.1318 -0.3861
F: -3.7145 1.3907 -0.6580
F: -5.8010 1.7926 -0.3691
H: -5.0081 0.8132 -4.0653
C: 2.9815 0.1643 -2.8786
O: 2.1809 -1.8721 -1.6722
N: -0.6157 1.9066 -3.0436
H: -4.9966 -3.3746 0.6687
H: 2.6890 -0.0531 -4.9634
C: -2.3138 -3.7928 1.4243
C: 1.2394 -2.2419 -0.6547
H: -1.6391 -3.7987 6.1208
O: -0.6858 -1.9797 6.0384
O: -2.8259 -2.9521 2.3506
H: -0.7447 4.9158 -2.7370
H: 3.0679 1.2388 -2.7346
H: 6.5348 -4.1270 4.0327
C: -1.7810 -2.7936 6.5224
H: -3.3600 10.0699 2.1573
C: -1.8517 2.1388 -3.8498

=====

Entry 3:
DFT (wB97M-V/def2-TZVPD) results for C23H37LaN8OSSi as an isolated structure at a distorted geometry.

The energy above the lowest of the compared OMol25 structures with the same formula, charge and spin comes out at 13.7 kJ/mol. The value obtained for the HOMO energy is -7.30 eV. Its orbital gap is 7.6 eV. The calculation puts the LUMO energy at 0.282 eV.

Atoms and positions in Å:
H: -3.9083 -1.6966 -1.1236
C: -3.2545 0.3970 0.5154
H: 3.5014 -1.5828 4.3910
H: 3.3748 1.9715 2.9465
C: 3.0394 0.5946 -2.4565
H: 3.7052 -3.1132 1.8424
C: -0.6038 4.0076 0.0519
C: 2.7528 -0.9574 3.8957
H: 1.5891 5.6291 -3.4196
H: -0.8930 3.2879 -0.7133
H: 3.5472 -2.3571 0.2447
H: 3.6108 -3.9017 -2.4897
C: 3.1270 -2.3964 1.2521
H: -2.9798 1.3122 2.4237
H: 1.0336 5.3629 1.7488
C: 3.5446 2.9369 -2.8881
N: 2.6305 -3.8685 -2.2572
C: 0.8865 3.6923 -2.8798
C: 2.2824 3.7406 2.4653
H: 2.0456 -4.5943 -2.6307
H: -0.1608 3.9649 -2.8955
La: 0.3357 -0.0411 -0.5656
H: 2.1165 -2.8088 1.1562
C: 1.2530 4.3049 1.7117
C: 1.7852 1.5825 1.5176
O: 0.2554 1.5260 -2.1859
Si: 3.1601 -0.7276 2.0799
N: 2.9585 -1.6405 -2.1410
H: -2.7193 0.4225 -1.4650
C: 2.0883 -2.6058 -2.2196
H: 1.7810 -1.4435 4.0210
H: -3.9995 1.1297 0.1937
N: -1.2175 0.2082 1.9145
H: -2.3279 -1.7896 -1.8937
C: 0.5168 3.4697 0.8958
H: 3.9868 4.9727 -3.3961
C: -2.3930 -2.5102 0.1424
N: 2.3400 -0.3908 -2.0399
N: -2.5265 -0.1409 -0.6460
N: 0.7599 2.1527 0.8185
H: -1.2375 -0.9131 3.7163
H: -1.4739 4.2407 0.6721
C: -2.8324 -1.5465 -0.9572
H: 5.1784 0.6227 2.7462
H: -2.6148 -1.1395 2.6785
H: -1.2407 -3.1335 2.5839
H: 4.5816 2.6206 -2.9212
C: 4.8900 -0.0235 1.9150
C: -1.5300 -1.0058 2.6661
C: 1.2081 2.3696 -2.5359
H: -3.0780 -2.4389 0.9900
N: -1.0256 -2.2933 0.6237
H: 2.8805 4.3644 3.1197
C: -2.3551 1.0453 1.5576
H: 2.7158 -0.0032 4.4278
H: -0.3085 4.9299 -0.4489
C: 2.5710 1.9805 -2.5727
H: -0.5071 0.7614 2.3736
C: -0.8606 -2.2372 2.0726
H: -3.8263 -0.4141 0.9715
H: 4.0475 0.3803 -2.8138
H: -2.5129 -3.5263 -0.2436
H: -1.9506 1.9778 1.1653
C: 1.8724 4.6122 -3.1739
H: -0.4062 -2.9769 0.2038
H: 5.0005 0.5472 0.9902
N: 1.9583 0.2564 1.3178
H: 5.6077 -0.8490 1.8800
H: 0.2128 -2.1921 2.2707
C: 3.2178 4.2484 -3.1655
S: 0.3388 -2.5122 -2.2682
C: 2.5629 2.4009 2.3778

=====

Entry 4:
DFT (wB97M-V/def2-TZVPD) results for a 5-piece molecular cluster, C23H37N2O4P overall.

The value obtained for the HOMO energy is -7.73 eV. Its orbital gap is 7.7 eV. The calculation puts the LUMO energy at -0.058 eV.

Atoms and positions in Å:
H: -0.7037 2.4397 -0.2892
C: -1.6613 -3.1876 -6.8769
H: 0.0911 5.1799 1.1405
H: 3.3721 2.0182 1.0900
C: -1.4745 4.4329 -0.1223
C: 2.3410 -1.4308 -2.1442
H: 0.4098 0.8961 3.6690
H: 2.4507 -0.0640 1.3625
H: 4.2273 3.5763 1.0259
H: -4.1207 -1.9765 -0.1159
H: 2.5187 -1.5678 2.2975
N: -4.5641 0.4552 2.1510
H: 3.0129 -3.0224 -3.4117
H: -1.6159 -3.8968 2.9523
C: -3.2601 0.5553 2.5336
H: 3.3548 5.5046 2.6140
H: -5.8735 -0.5133 0.9023
C: 2.9236 -2.8108 -2.3448
C: 0.3014 -4.7930 -6.4652
C: -0.8939 -3.1157 3.1896
H: 2.2596 -3.5602 -1.9099
C: 2.5635 3.5268 2.3739
H: -3.6813 2.0915 3.9702
C: -1.6015 1.5729 3.9213
H: -2.4451 2.5414 0.0868
C: -0.6045 0.7567 3.3327
H: -0.3539 -5.5504 -6.0320
C: -0.2979 -3.4208 -6.2740
H: -1.6259 -3.3526 -7.9550
N: -2.5892 -1.1717 0.9875
H: 1.8988 -0.0841 3.0365
C: -2.9031 1.4759 3.5372
H: 3.9019 -2.8709 -1.8736
C: -1.4669 2.9792 0.2756
H: -1.3086 2.2799 4.6860
O: 0.2842 -2.5528 -5.6674
C: 1.9438 -0.6614 2.1170
O: 1.4302 3.1216 2.2501
H: 1.2776 -4.8388 -5.9893
O: -2.4514 4.9683 -0.5920
P: 0.3107 -1.1213 1.3996
H: 1.0120 -1.3368 -3.8184
C: -0.9005 -0.1413 2.3399
H: -0.2863 6.2092 -0.2702
C: -4.8418 -0.4213 1.2269
C: 0.0504 -2.8602 2.0030
H: 0.6749 -0.1669 -2.5156
C: -2.2571 -0.2539 1.9359
H: 4.4532 2.5152 2.4144
C: -3.8437 -1.2518 0.6434
C: 0.9843 -1.1852 -2.7388
H: 1.9709 5.1247 3.6680
H: -1.4576 -2.2309 3.4748
H: 0.2589 -1.8784 -2.3093
H: 1.0449 -3.2397 2.2400
H: 0.4021 -5.0114 -7.5295
H: -0.2964 -3.4080 1.1278
H: 0.6186 4.6890 -0.4670
H: 3.5855 4.4583 4.0127
H: -2.3808 -3.8925 -6.4571
H: -1.2113 2.8818 1.3306
C: 3.7245 2.8606 1.6787
C: 2.8828 4.7326 3.2242
H: -1.9847 -2.1702 -6.6732
C: -0.1814 5.1864 0.0845
O: 2.9455 -0.5768 -1.5380
H: -0.3436 -3.4412 4.0730

=====

| no. | total energy (Eh) |
| --- | --- |
| 1 | -5197.5919 |
| 2 | -5868.1211 |
| 3 | -2131.4182 |
| 4 | -1650.4109 |